No. 1
{"formula": "C23H31AuN6SSe", "method": "the ωB97M-V functional and the def2-TZVPD basis", "species": ["Au", "C", "C", "N", "N", "C", "N", "S", "C", "C", "C", "C", "C", "N", "H", "H", "H", "H", "H", "H", "H", "H", "H", "C", "C", "C", "C", "N", "C", "Se", "N", "C", "C", "C", "C", "C", "C", "C", "C", "C", "C", "H", "H", "H", "H", "H", "H", "H", "H", "H", "H", "H", "H", "H", "H", "H", "H", "H", "H", "H", "H", "H", "H"], "positions_angstrom": [[0.21136, 0.48160, 0.55251], [1.59468, -1.29310, 4.25716], [1.39914, -0.69270, 2.91069], [0.26022, -0.64527, 2.31216], [-0.88073, -1.12827, 2.85738], [-1.95268, -0.81000, 2.19691], [-3.14726, -1.20554, 2.63004], [-2.01091, 0.14633, 0.67381], [2.53868, -0.10746, 2.15411], [3.83212, -0.13468, 2.63079], [4.86668, 0.34137, 1.82992], [4.58293, 0.81429, 0.56351], [3.26207, 0.83512, 0.14378], [2.27258, 0.40987, 0.92561], [0.65751, -1.68946, 4.63224], [1.97503, -0.54677, 4.95701], [2.32548, -2.10175, 4.19626], [-3.20483, -1.77680, 3.45879], [-3.98830, -1.02760, 2.10958], [4.03933, -0.54460, 3.60838], [5.88472, 0.32298, 2.19460], [5.35955, 1.17231, -0.09641], [2.98060, 1.21226, -0.83013], [0.51436, 2.98285, -6.06444], [0.67669, 3.59117, -4.67607], [1.04912, 2.57321, -3.59922], [-0.05761, 1.57644, -3.27181], [-1.26017, 2.22373, -2.72779], [-1.39632, 2.76753, -1.51026], [-0.08731, 2.80758, -0.13791], [-2.61980, 3.29115, -1.37994], [-3.15890, 4.03447, -0.23322], [-3.22836, 5.53828, -0.47295], [-1.87646, 6.24232, -0.61692], [-1.22934, 6.13443, -1.99858], [-3.31834, 3.07109, -2.55912], [-4.61894, 3.40644, -2.92907], [-5.02017, 3.00831, -4.18501], [-4.16028, 2.30100, -5.04480], [-2.87373, 1.97156, -4.67794], [-2.46517, 2.37634, -3.40904], [0.38658, 3.76118, -6.81503], [-0.35515, 2.32751, -6.13622], [1.39441, 2.39940, -6.34071], [-0.23526, 4.12319, -4.38555], [1.46122, 4.34894, -4.70772], [1.35034, 3.08421, -2.68228], [1.91342, 1.99238, -3.93508], [0.27067, 0.82595, -2.55105], [-0.37548, 1.04524, -4.16630], [-2.52068, 3.80889, 0.61984], [-4.14702, 3.62080, -0.03038], [-3.76700, 5.95151, 0.38216], [-3.84631, 5.74594, -1.35070], [-1.19143, 5.87741, 0.15682], [-2.02970, 7.29891, -0.39510], [-0.78542, 5.15569, -2.19305], [-0.43082, 6.86760, -2.10656], [-1.95958, 6.32870, -2.78693], [-5.28231, 3.94778, -2.26957], [-6.02112, 3.24177, -4.52002], [-4.52080, 2.00744, -6.02079], [-2.22760, 1.42396, -5.34820]], "forces_ev_per_a": [[-0.2007, 0.2429, 1.2940], [-0.0308, 0.0195, 0.0182], [0.0456, 0.1345, -0.0089], [0.1046, -0.4127, -0.4514], [0.0600, -0.0196, 0.0081], [-0.0087, -0.0023, -0.2349], [0.0146, -0.0304, 0.0676], [-0.1191, 0.0145, 0.0226], [-0.0341, -0.2429, -0.0597], [0.0234, -0.0631, -0.0128], [-0.0036, -0.0004, 0.0019], [-0.0155, -0.0294, -0.0112], [0.0140, 0.1328, 0.0311], [-0.0377, 0.1512, -0.0340], [0.0019, 0.0016, 0.0021], [0.0082, 0.0093, -0.0105], [-0.0011, -0.0015, 0.0049], [-0.0081, 0.0088, 0.0008], [0.0061, 0.0134, -0.0010], [-0.0010, 0.0149, 0.0060], [0.0002, 0.0037, 0.0028], [0.0019, -0.0049, -0.0008], [-0.0125, 0.0559, 0.0229], [0.0001, -0.0020, -0.0053], [0.0032, 0.0139, 0.0007], [0.0068, -0.0091, -0.0171], [-0.0113, 0.0477, -0.0003], [-0.0533, -0.0953, 0.0225], [0.0432, -0.1071, 0.1737], [0.1838, 0.0883, -0.7891], [-0.0202, -0.0149, -0.0066], [0.0188, 0.0099, -0.0083], [0.0177, -0.0118, -0.0136], [-0.0024, -0.0133, -0.0021], [-0.0087, 0.0062, 0.0052], [0.0128, 0.0148, 0.0125], [-0.0154, -0.0037, -0.0209], [0.0127, -0.0032, 0.0060], [0.0089, 0.0026, 0.0140], [-0.0261, -0.0102, -0.0179], [0.0529, 0.0987, -0.0292], [-0.0160, -0.0001, 0.0008], [0.0226, -0.0070, 0.0032], [0.0077, 0.0118, -0.0069], [-0.0061, 0.0025, -0.0125], [0.0066, -0.0079, 0.0093], [-0.0099, 0.0180, -0.0120], [-0.0061, -0.0098, 0.0037], [0.0268, 0.0141, 0.0041], [-0.0178, -0.0267, 0.0199], [-0.0210, -0.0109, 0.0143], [-0.0099, 0.0059, -0.0188], [0.0139, -0.0031, 0.0115], [-0.0067, 0.0019, 0.0045], [0.0072, 0.0162, 0.0028], [-0.0157, 0.0000, -0.0071], [-0.0093, -0.0175, -0.0084], [0.0102, -0.0096, 0.0059], [0.0033, 0.0156, -0.0007], [-0.0013, 0.0004, 0.0027], [-0.0001, 0.0012, -0.0037], [-0.0031, 0.0011, -0.0013], [-0.0065, -0.0031, 0.0066]], "mulliken_charge": [0.5992, -1.4118, 0.9228, 0.3429, -1.1857, 0.6919, -0.3677, -0.3122, 0.7022, -0.5452, -0.4612, -0.7420, 0.0660, -0.3198, 0.3628, 0.3871, 0.3978, 0.2417, 0.1900, 0.4030, 0.4517, 0.4374, 0.3804, -1.2693, -0.2451, -0.3821, -1.1874, 0.8091, -1.0887, 0.0120, 1.0038, -1.1758, -0.5597, -0.5327, -0.7250, 0.8988, -1.0381, -0.8611, -0.8414, -0.8854, 1.0221, 0.4125, 0.1968, 0.3312, 0.0042, 0.5049, 0.2956, 0.5614, 0.1275, 0.5884, 0.4922, 0.4916, 0.4282, 0.3583, 0.2432, 0.3549, -0.1182, 0.4917, 0.3043, 0.4602, 0.4457, 0.4482, 0.3917], "spin_multiplicity": 1, "orbital_gap_ev": 6.38, "e_homo_ev": -14.169, "de_lowest_ev": 0.0000, "total_charge": 2}

No. 2
{"formula": "C23H31ClN4O3", "method": "the ωB97M-V functional and the def2-TZVPD basis", "species": ["C", "C", "C", "N", "C", "C", "C", "C", "C", "C", "C", "H", "H", "Cl", "H", "H", "O", "C", "N", "C", "C", "H", "H", "C", "C", "O", "N", "H", "C", "H", "C", "N", "C", "C", "H", "O", "C", "C", "H", "H", "H", "H", "H", "H", "H", "H", "H", "H", "C", "C", "H", "H", "H", "H", "H", "H", "H", "H", "H", "H", "H", "H"], "positions_angstrom": [[0.79626, -0.68088, 3.73002], [1.01521, -2.03180, 3.13650], [0.34188, -2.83363, 2.20171], [1.14994, -4.08245, 2.12913], [2.17539, -4.09375, 2.88708], [3.17159, -5.06268, 3.42913], [4.21798, -4.80645, 4.49525], [4.89584, -5.95363, 4.62704], [4.88147, -7.15203, 3.95486], [3.97416, -7.23187, 2.94326], [2.90522, -6.34173, 2.86056], [2.22392, -6.57469, 1.98020], [4.04935, -8.22163, 2.26580], [5.99388, -8.25574, 4.39840], [5.66428, -5.79210, 5.36369], [4.13449, -3.90325, 5.05313], [2.22723, -2.77615, 3.69186], [-0.55588, -2.55067, 1.39525], [-0.62954, -1.24174, 0.74360], [0.66188, -1.16503, -0.01883], [0.93186, 0.13963, -0.57783], [1.19752, 0.80684, 0.57494], [1.72011, 0.28089, -1.10501], [-0.25123, 0.90855, -1.02770], [-0.23800, 2.13922, -1.53310], [-0.04644, 3.19981, -0.59936], [0.39940, 2.67450, -2.85307], [-0.07740, 1.92843, -3.41605], [0.52385, 4.01868, -3.09259], [0.59373, 4.68040, -2.27691], [-0.89836, 4.43590, -3.98472], [-2.04391, 4.05216, -3.43798], [-2.31588, 4.95608, -2.12030], [-3.45676, 4.43416, -1.55686], [-3.72952, 5.04093, -0.62666], [-4.84532, 4.56932, -2.23512], [-4.50976, 3.72864, -3.65823], [-3.10575, 4.47358, -4.04856], [-3.03442, 3.69177, -5.09670], [-3.33547, 5.31250, -4.35757], [-5.23896, 4.13913, -4.13031], [-4.24166, 2.79052, -3.02169], [-3.34252, 3.34991, -1.12814], [-1.30656, 4.77504, -1.47684], [-2.38432, 5.86916, -2.33588], [-0.70295, 5.68116, -4.31329], [-0.71782, 4.07366, -5.04071], [1.39441, 4.22830, -3.91922], [-1.61236, 0.63076, -0.30033], [-1.65069, -0.84332, 0.26779], [-2.57078, -0.86833, 0.82281], [-1.99134, -1.38956, -0.78342], [-1.47959, 1.36295, 0.49856], [-2.33036, 1.18454, -0.75815], [-0.45793, 0.50762, -2.16148], [1.49027, -1.48639, 0.53549], [0.48760, -1.86468, -1.11610], [-0.67281, -3.39814, 0.66172], [-1.65637, -2.56520, 1.98733], [0.32018, -0.50126, 4.78517], [1.72100, -0.21257, 3.68769], [0.17074, -0.18338, 3.00073]], "forces_ev_per_a": [[-1.9769, -0.5307, 0.5254], [1.5414, -3.3930, 1.2978], [14.9623, -2.6825, 11.2899], [-0.3885, 0.1599, -0.6591], [-1.0966, 4.5950, 3.3651], [-1.7279, 0.0079, -0.1203], [-5.2381, -1.5412, -5.0575], [2.8750, 1.4227, 3.2451], [-1.6593, 2.7034, -0.9393], [-0.5416, -4.6003, -1.2959], [2.2578, 0.9485, -1.9059], [0.4304, 1.0439, 1.6285], [-0.5478, 2.3733, 1.5593], [1.9412, -2.3700, 0.3346], [0.4801, -0.7976, 0.5222], [0.7073, 0.3541, 0.2784], [-3.2875, -0.4956, -3.2772], [-14.8374, 1.5984, -7.4587], [15.6345, -4.9803, 6.2065], [-3.5621, -1.9881, -4.3933], [-3.5267, 4.2570, 8.5877], [-0.3742, -1.4167, -3.1977], [5.1184, 0.4972, -3.6604], [-3.8897, -7.3760, -4.1898], [7.1946, 16.2695, 2.7883], [-2.3789, -5.2110, -3.9064], [-2.8208, -7.4610, 4.4251], [1.0657, 2.0003, -1.2152], [-1.8354, 1.9431, -6.2423], [0.3835, 0.0610, 1.1926], [7.5538, 3.8628, -3.0805], [1.1721, 1.4497, 7.5411], [7.2012, -8.1126, 0.3800], [-7.0711, -1.7710, 5.7106], [0.7082, -0.7617, -0.8687], [3.8188, -1.5705, -1.5636], [7.7223, 1.0674, 8.9170], [-6.1175, -13.5328, -6.0291], [-0.3343, 2.4155, 1.2992], [-1.3883, 8.8780, -2.6075], [-4.9942, 0.9544, -3.7774], [-1.2449, 0.7472, -2.6673], [-0.1743, 1.6861, -1.1590], [-2.7600, 0.3706, -0.8886], [-0.3549, 7.5251, -2.3756], [-0.9307, -2.6820, 1.4111], [-0.5193, -0.4633, 1.0817], [-1.9142, -0.5117, 2.2173], [4.8254, 0.0083, 3.1191], [-13.3239, 5.4577, -10.2621], [-0.2251, -0.4601, 0.9238], [0.3937, 0.1191, 1.4408], [0.1233, -0.3473, 1.1052], [-2.9212, 0.0822, -2.1217], [0.1377, -1.0406, 1.6071], [0.7946, -0.8919, 0.7293], [0.4325, 1.0319, 3.0288], [-0.0491, 0.7693, 0.1535], [2.1794, -0.1993, -1.3603], [0.9239, -1.0522, -1.8916], [1.7808, 1.1736, 0.2729], [-0.3479, 0.4071, -0.0130]], "mulliken_charge": [-1.2908, 0.5397, 0.3789, -0.5397, 0.6869, 0.2882, -0.6139, -0.4185, 0.4691, -0.3999, -0.5831, 0.3069, 0.2137, -0.2027, 0.3349, 0.4969, -0.4347, -0.8564, 1.0395, -0.6996, -1.6474, 0.1090, 0.9127, 1.4546, -0.0280, -0.6838, -0.1007, 0.3765, -0.8272, 0.4554, -0.9256, 0.4633, -0.7167, -0.5105, 0.3679, -0.5014, -0.7340, -1.0154, 0.3337, 0.6289, 0.5882, 0.2955, 0.1132, 0.3036, 0.7315, 0.2490, 0.4206, 0.3150, -1.8852, -1.1398, 0.3665, 0.3265, 0.5227, 0.9317, -0.2362, 0.4850, 0.2345, 0.1358, 0.2383, 0.2696, 0.3500, 0.2574], "spin_multiplicity": 1, "orbital_gap_ev": 8.25, "e_homo_ev": -8.319, "de_lowest_ev": 23.0816}